87
Properties=species:S:1:pos:R:3 method="wB97M-V/def2-TZVPD" de_lowest_kcal_mol=12.0 lumo_ev=-1.4 homo_ev=-8.29 orbital_gap_ha=0.2541
Ti 0.30 0.46 0.89
S -0.21 -1.23 5.38
S -0.03 -2.58 2.74
S -4.48 -0.98 -1.33
S 0.74 1.70 -1.12
F -2.27 2.04 -5.19
F -1.78 2.95 0.13
F -4.06 3.56 -1.11
F 0.01 1.39 -3.95
F -4.33 3.12 -3.78
O -4.71 -0.31 -2.57
O 2.09 0.09 1.35
O -1.47 -0.08 0.60
O 0.21 4.75 1.63
O -4.98 -2.31 -1.15
O 0.26 2.14 1.85
O 3.20 -0.65 -5.76
N 5.02 -4.34 -2.02
N 4.81 -4.27 -0.80
N -0.33 1.15 3.82
N -0.15 0.03 3.02
N -2.85 -0.96 -0.98
N 0.89 -1.34 -0.35
C -0.71 3.67 5.03
C 4.17 -1.10 -3.69
C -2.15 2.26 -3.88
C 4.57 -3.34 -2.93
C -5.12 1.60 2.28
C 4.02 -1.36 1.40
C 4.62 -1.96 -2.72
C -0.13 -1.09 3.64
C -0.79 6.05 4.84
C 2.78 -2.84 -0.68
C -3.82 0.34 0.76
C -0.17 4.73 2.92
C 0.78 -3.07 -1.99
C -1.87 2.70 -1.18
C -3.20 2.81 -3.17
C -4.97 0.05 0.04
C -0.41 5.97 3.52
C 4.12 -3.82 -4.15
C -3.06 3.02 -1.81
C 3.62 -2.96 -5.13
C 0.51 -3.54 4.18
C 2.79 -0.97 0.92
C -0.97 1.93 -3.23
C 0.22 -1.97 -1.30
C -3.87 1.12 1.90
C -0.28 -3.04 5.36
C 4.65 -2.48 0.81
C 2.67 -1.10 -7.00
C 3.65 -1.59 -4.89
C 2.15 -1.74 -0.07
C -0.11 2.22 3.12
C -6.26 1.32 1.55
C 2.03 -3.51 -1.68
C 4.09 -3.16 -0.24
C -0.94 4.89 5.61
C -6.20 0.52 0.40
C -0.79 2.14 -1.86
C -2.64 -0.27 0.09
C -0.32 3.56 3.69
H -2.98 1.35 2.46
H -0.82 2.76 5.60
H -7.09 0.30 -0.17
H 1.79 -1.72 -6.84
H 3.42 -1.66 -7.57
H -5.19 2.22 3.17
H 2.39 -0.20 -7.54
H -7.21 1.72 1.87
H 1.58 -3.41 4.32
H 4.14 -4.89 -4.33
H 0.18 -3.56 -2.75
H 5.02 -1.56 -1.80
H 2.45 -4.37 -2.18
H 5.63 -2.78 1.16
H 0.30 -4.59 3.97
H 0.33 3.83 1.32
H 4.50 -0.80 2.18
H 0.13 -3.40 6.31
H -0.78 -1.63 -1.50
H -1.23 4.96 6.65
H -0.29 6.85 2.91
H 3.25 -3.36 -6.05
H -0.97 7.02 5.29
H 4.20 -0.03 -3.54
H -1.33 -3.35 5.30

100
Properties=species:S:1:pos:R:3 method="wB97M-V/def2-TZVPD" lumo_ev=1.7 charge=-1 homo_ev=-5.27 orbital_gap_ha=0.2566
Nb 1.14 -1.02 -0.12
Cl 3.48 -1.37 0.62
F 1.90 1.43 -4.02
F 0.91 3.62 -3.19
F 1.22 -2.56 -1.34
F 2.64 2.80 -0.33
F 2.63 4.55 -1.61
F -0.02 0.97 -3.11
F 0.29 2.82 -1.27
O -3.75 3.62 4.91
O 3.07 -0.03 -2.30
O 4.67 -5.10 0.95
O -2.96 5.42 6.01
O -4.21 0.14 -3.26
O -4.94 -1.74 -4.26
O -2.69 5.28 3.80
O 4.08 3.03 -3.47
O 4.70 2.00 -1.60
O -4.21 0.00 -5.49
C -1.09 0.56 4.38
C -2.04 6.46 5.64
C -2.87 -3.57 -3.28
C 5.71 -4.30 0.41
C -2.35 6.63 4.17
C -2.45 -2.59 -1.10
C 1.82 -4.38 1.55
C -1.37 -1.68 -3.01
C 4.23 -4.73 2.24
C -1.21 7.14 3.32
C 0.66 0.58 2.64
C 3.86 2.71 -2.36
C -3.47 1.27 -3.75
C 1.15 0.77 1.19
C 0.23 -2.39 1.42
C -3.03 2.03 -6.15
C 1.19 -3.21 2.29
C -3.06 -3.55 -1.90
C 1.26 1.32 -2.83
C -1.38 2.05 2.41
C 1.95 0.22 -1.94
C -0.97 -0.60 -0.74
C 2.60 3.19 -1.61
C -4.49 -0.65 -4.33
C -3.53 -4.57 -4.18
C -0.84 0.69 2.86
C 2.80 -5.17 2.41
C 1.24 2.74 -2.22
C -1.59 -1.62 -1.63
C -2.00 -2.62 -3.82
C -3.98 1.39 -5.17
C 6.91 -4.12 1.32
C -3.19 4.66 4.91
H -3.71 -4.29 -1.46
H -1.14 8.23 3.39
H 4.34 -3.66 2.43
H 2.77 -6.21 2.10
H -4.13 -5.29 -3.62
H -4.95 1.89 -5.19
H -1.01 1.55 4.81
H -1.12 0.41 -1.10
H 4.84 -5.26 2.99
H 2.30 -4.08 0.62
H 7.73 -3.69 0.75
H -3.08 3.12 -6.08
H 5.29 -3.34 0.11
H -0.70 -0.98 -3.49
H 0.60 1.61 0.77
H -2.45 2.03 2.58
H -1.83 -2.61 -4.88
H -1.03 6.10 5.81
H -3.24 7.24 4.02
H 6.04 -4.81 -0.49
H 1.06 -0.33 3.09
H 6.71 -3.47 2.16
H -1.25 2.20 1.34
H 0.60 -3.67 3.08
H -1.51 -0.66 0.20
H 1.09 1.40 3.23
H -2.00 1.72 -5.95
H -2.06 0.14 4.61
H -1.41 -0.06 2.32
H -2.80 -5.10 -4.79
H 4.58 1.05 -1.79
H -2.64 -2.61 -0.04
H 2.19 1.07 1.24
H 1.00 -5.04 1.26
H -2.41 1.04 -3.70
H -3.67 2.15 -3.13
H -0.25 6.72 3.64
H -4.18 -4.04 -4.87
H -0.51 -1.89 2.04
H -0.29 -0.02 4.83
H -0.34 -3.13 0.84
H -2.22 7.35 6.23
H -0.97 2.87 2.98
H 7.25 -5.08 1.72
H 1.94 -2.60 2.79
H 2.53 -5.13 3.46
H -3.27 1.73 -7.17
H -1.36 6.87 2.28

88
Properties=species:S:1:pos:R:3 method="wB97M-V/def2-TZVPD" de_lowest_kcal_mol=0.3 lumo_ev=0.1 homo_ev=-6.02 orbital_gap_ha=0.2240
Ba -0.32 -1.66 0.43
P -3.03 0.43 -0.20
P 2.57 0.20 0.50
O 2.90 -4.35 0.00
O -1.57 -3.94 0.44
N 0.82 2.11 1.41
N 1.64 -6.21 -0.29
N 0.65 -4.15 0.30
N -1.42 2.20 1.13
C 1.97 1.90 -1.56
C 3.23 -0.14 -2.17
C 4.99 0.49 2.05
C 4.41 1.78 -1.09
C -1.58 4.72 0.91
C 2.19 1.68 1.55
C -2.82 1.85 0.98
C -3.28 0.24 -2.95
C 3.11 0.97 -1.13
C -5.69 0.63 0.94
C -3.35 1.29 -1.83
C 0.40 -6.78 -0.35
C 3.39 -1.37 2.53
C -4.65 2.07 -1.95
C -2.17 2.26 -2.03
C 4.03 -0.52 1.42
C -0.94 3.50 1.09
C -0.72 -6.08 -0.12
C -4.14 -1.19 1.66
C -4.61 -0.34 0.46
C 1.78 -4.84 0.01
C 0.57 5.83 1.04
C 2.84 -6.97 -0.60
C -5.21 -1.30 -0.57
C 4.82 -1.48 0.52
C -0.58 -4.69 0.23
C 0.46 3.45 1.26
C 1.21 4.61 1.24
C -0.81 5.88 0.88
B -0.35 1.24 1.37
H -3.51 -2.02 1.33
H -5.53 1.42 -1.95
H 2.88 2.50 1.29
H 2.29 -0.70 -2.26
H 5.79 -0.04 2.57
H -4.08 -0.49 -2.89
H -5.98 -1.90 -0.10
H 2.63 -8.03 -0.46
H -3.40 2.71 0.63
H -5.34 1.27 1.75
H 4.16 -1.77 3.19
H -3.57 -0.60 2.39
H 4.18 -2.21 0.04
H 4.56 2.27 -2.06
H -3.24 1.56 1.94
H -5.67 -0.76 -1.40
H -3.37 0.74 -3.92
H -5.00 -1.61 2.18
H 4.38 2.56 -0.33
H 0.39 -7.83 -0.61
H 2.29 4.58 1.38
H -4.66 2.63 -2.89
H -1.21 1.76 -1.91
H 2.40 1.41 2.59
H 2.85 -2.22 2.10
H -1.70 -6.54 -0.17
H 4.50 1.13 2.78
H 4.01 -0.86 -1.94
H -2.20 3.10 -1.34
H -4.77 2.80 -1.14
H -4.46 -1.98 -0.97
H 5.39 -0.94 -0.24
H -1.30 6.84 0.74
H 1.00 1.39 -1.53
H 5.28 1.14 -0.91
H 1.89 2.79 -0.94
H 2.15 2.22 -2.59
H -2.22 2.66 -3.05
H 3.64 -6.66 0.06
H -2.66 4.77 0.79
H 5.46 1.13 1.30
H -2.33 -0.29 -2.93
H 3.16 -6.80 -1.63
H 3.45 0.29 -3.15
H 1.15 6.74 1.02
H 5.54 -2.03 1.13
H -6.06 1.27 0.14
H 2.70 -0.78 3.15
H -6.54 0.06 1.32